# 1
{
  "formula": "C8H7N2O5SSr",
  "method": "the ωB97M-V functional and the def2-TZVPD basis",
  "charge": 1,
  "e_homo_ev": [-10.8, -10.6],
  "species": ["O", "C", "Sr", "O", "C", "C", "O", "C", "O", "C", "O", "H", "S", "C", "N", "C", "C", "N", "H", "H", "H", "H", "H", "H"],
  "coordinates": [[2.14011, -1.02716, -2.84506], [2.06774, -0.35475, -1.81665], [0.02009, 0.13031, -2.56795], [3.89338, -0.69758, -0.36225], [2.73687, -0.31249, -0.50728], [1.73559, 0.11123, 0.58656], [0.74184, -0.57477, 0.77934], [1.85008, 1.59735, 0.93392], [1.15748, 2.10782, -0.13805], [3.26739, 1.99646, 0.66180], [4.02430, 2.55931, -0.01949], [1.64427, 1.88967, 1.89580], [-1.52526, -2.17143, -2.27863], [-1.90118, -1.32598, -0.85281], [-1.93126, 0.08000, -0.75684], [-2.23210, 0.49830, 0.63537], [-2.13590, -0.80103, 1.42600], [-2.06886, -1.81953, 0.37400], [-2.52058, 0.54284, -1.45947], [-3.23734, 0.92936, 0.68836], [-1.49154, 1.23692, 0.94645], [-3.01564, -0.96026, 2.05855], [-1.22931, -0.82255, 2.04178], [-1.99016, -2.81203, 0.57655]]
}

---

# 2
{
  "formula": "C40H50LiN8O5P2",
  "method": "the ωB97M-V functional and the def2-TZVPD basis",
  "charge": 1,
  "e_homo_ev": -9.6,
  "species": ["Li", "N", "C", "C", "C", "C", "N", "C", "N", "N", "C", "O", "O", "H", "H", "H", "H", "H", "H", "H", "H", "H", "H", "H", "H", "H", "H", "C", "N", "C", "N", "O", "H", "H", "H", "H", "H", "H", "C", "P", "C", "C", "C", "C", "C", "C", "C", "C", "C", "C", "C", "C", "P", "C", "C", "C", "C", "C", "C", "C", "C", "C", "C", "C", "C", "H", "H", "H", "H", "H", "H", "H", "H", "H", "H", "H", "H", "H", "H", "H", "H", "H", "H", "H", "H", "H", "H", "O", "C", "N", "C", "O", "C", "C", "C", "C", "N", "C", "H", "H", "H", "H", "H", "H", "H", "H"],
  "coordinates": [[-1.54963, -0.21781, 1.02609], [-3.29854, -1.44481, 0.86115], [-4.11753, -0.72127, -0.12210], [-5.63221, -0.78155, 0.13418], [-6.31276, -2.02944, -0.43439], [-6.32705, -2.05789, -1.96222], [-7.02177, -0.89181, -2.53144], [-6.45656, 0.33018, -2.49845], [-5.14549, 0.52113, -2.52523], [-7.24158, 1.40523, -2.39772], [-3.62366, 0.74467, -0.21980], [-4.13319, 1.47064, -1.12638], [-2.73189, 1.09545, 0.58207], [-3.53742, -2.42845, 0.89518], [-3.47320, -1.06541, 1.79135], [-3.90005, -1.15883, -1.09853], [-6.10408, 0.11676, -0.26567], [-5.80040, -0.75155, 1.21352], [-7.34201, -2.07619, -0.06955], [-5.81095, -2.93734, -0.08242], [-6.81702, -2.95486, -2.33158], [-5.31017, -2.07931, -2.34583], [-8.02673, -0.91789, -2.46590], [-4.60420, -0.30956, -2.71177], [-4.74269, 1.04872, -1.61682], [-8.23792, 1.33350, -2.31273], [-6.82618, 2.31833, -2.47059], [-0.04616, 3.10887, 3.85838], [-0.47822, 1.95491, 3.09030], [-0.90395, 0.77413, 3.61368], [-0.79151, 0.61019, 4.95391], [-1.34293, -0.13451, 2.89086], [0.42078, 3.82159, 3.18313], [0.70640, 2.81916, 4.59278], [-0.87243, 3.61017, 4.36916], [-0.79015, 2.10858, 2.14353], [-0.57378, 1.36440, 5.57850], [-1.08610, -0.26938, 5.33750], [2.45183, 0.72442, 1.02432], [1.04361, -0.46469, 0.66938], [1.03302, -1.74439, 1.97779], [1.52172, -1.54016, 3.26133], [1.33628, -2.49558, 4.25309], [0.64289, -3.66519, 3.98028], [0.10759, -3.86323, 2.71358], [0.28707, -2.90281, 1.72947], [1.76649, -1.31668, -0.79947], [1.94097, -0.52177, -1.93507], [2.49740, -1.03679, -3.09369], [2.88671, -2.37014, -3.14377], [2.72706, -3.16848, -2.02182], [2.17251, -2.64728, -0.85601], [4.21709, 0.29221, 0.53612], [4.85167, -0.68559, 1.96218], [5.05604, -0.15919, 3.23990], [5.57391, -0.94789, 4.25497], [5.88642, -2.28229, 4.01144], [5.68512, -2.81862, 2.74964], [5.18112, -2.01803, 1.72792], [5.02715, 1.92698, 0.83208], [6.34771, 2.00362, 1.28657], [6.98859, 3.22892, 1.41684], [6.33028, 4.40361, 1.08050], [5.03454, 4.34140, 0.59137], [4.39402, 3.11490, 0.45815], [2.38856, 1.10617, 2.04347], [2.19951, 1.55857, 0.36846], [2.04436, -0.62636, 3.50561], [1.74122, -2.32132, 5.24398], [0.50495, -4.41416, 4.75214], [-0.45369, -4.76434, 2.49488], [-0.16458, -3.04402, 0.75062], [1.66709, 0.52879, -1.90602], [2.63921, -0.39697, -3.95808], [3.32364, -2.77857, -4.04763], [3.04108, -4.20679, -2.04458], [2.08467, -3.28367, 0.01253], [4.82650, 0.88248, 3.43664], [5.73551, -0.52416, 5.23998], [6.29874, -2.89545, 4.80456], [5.93407, -3.85548, 2.55531], [5.04902, -2.42695, 0.73102], [6.88281, 1.09730, 1.53864], [8.00793, 3.26414, 1.78393], [6.83056, 5.35911, 1.18231], [4.51823, 5.25046, 0.30506], [3.39224, 3.09436, 0.04411], [-1.47297, 4.71118, -5.81273], [-0.47882, 3.72263, -5.96563], [-0.86102, 2.43271, -5.42840], [-0.71898, 2.17865, -4.10081], [-0.23014, 2.99225, -3.33260], [-1.17599, 0.84093, -3.59282], [-1.48634, -0.25650, -4.38304], [-1.74899, -1.47606, -3.77420], [-1.68416, -1.54891, -2.39252], [-1.42512, -0.49175, -1.61796], [-1.18575, 0.66925, -2.21480], [-1.51669, 4.95646, -4.88200], [0.44963, 4.00889, -5.48111], [-0.31059, 3.60780, -7.03082], [-1.47192, 1.86573, -5.98774], [-1.50436, -0.19336, -5.46466], [-1.96552, -2.35849, -4.36223], [-1.82231, -2.49914, -1.87836], [-0.98744, 1.51859, -1.56770]]
}

---

# 3
{
  "formula": "C2H4N3",
  "method": "the ωB97M-V functional and the def2-TZVPD basis",
  "smiles": "N#CC(N)=[NH2+]",
  "charge": 1,
  "e_homo_ev": -17.5,
  "species": ["N", "C", "C", "N", "N", "H", "H", "H", "H"],
  "coordinates": [[-2.84337, 0.04350, -0.03110], [-1.74343, -0.02428, -0.08487], [0.07748, -0.04758, -0.09147], [0.74612, -1.17050, -0.05860], [0.52328, 1.18753, -0.09316], [0.22111, -2.09721, -0.02286], [1.67898, -1.05766, 0.35583], [-0.13459, 1.88811, -0.14126], [1.47442, 1.27809, 0.16748]]
}

---

# 4
{
  "formula": "C5H7EuO3",
  "method": "the ωB97M-V functional and the def2-TZVPD basis",
  "spin_multiplicity": 9,
  "charge": 2,
  "e_homo_ev": [-11.2, -13.5],
  "species": ["O", "C", "C", "H", "H", "O", "O", "C", "C", "C", "H", "H", "H", "H", "H", "Eu"],
  "coordinates": [[-2.10872, -3.29052, -0.13364], [-1.67088, -4.35754, 0.05748], [-1.22768, -5.56624, 0.29342], [-0.93026, -6.19276, -0.54628], [-1.21011, -5.93378, 1.31987], [-1.60643, 0.04730, 0.29474], [0.43646, -0.23013, -0.77177], [-2.06490, 1.38280, 1.04665], [-2.89281, 2.13266, 0.07134], [-0.59506, -0.19438, -0.29177], [-2.58953, 0.98220, 1.91881], [-1.10845, 1.84295, 1.30806], [-2.24724, 2.95001, -0.28383], [-3.17155, 1.52754, -0.79920], [-3.78343, 2.56428, 0.54201], [4.97821, 2.42722, -1.68463]]
}

---

# 5
{
  "formula": "C27H63F3N4O8P",
  "method": "the ωB97M-V functional and the def2-TZVPD basis",
  "charge": 1,
  "e_homo_ev": -9.7,
  "species": ["C", "C", "C", "C", "N", "C", "C", "O", "O", "P", "C", "C", "C", "F", "F", "F", "H", "H", "H", "H", "H", "H", "H", "H", "H", "H", "H", "H", "H", "H", "H", "H", "H", "H", "C", "O", "C", "C", "N", "C", "C", "O", "C", "H", "H", "H", "H", "H", "H", "H", "H", "H", "H", "H", "H", "H", "H", "H", "C", "O", "C", "C", "N", "C", "C", "O", "C", "H", "H", "H", "H", "H", "H", "H", "H", "H", "H", "H", "H", "H", "H", "H", "C", "O", "C", "C", "N", "C", "C", "O", "C", "H", "H", "H", "H", "H", "H", "H", "H", "H", "H", "H", "H", "H", "H", "H"],
  "coordinates": [[8.95831, -4.90104, 3.02191], [7.93259, -4.89356, 1.76733], [6.63738, -3.92673, 2.03758], [6.31847, -3.21165, 0.64477], [5.07619, -2.33451, 0.61682], [3.88449, -2.94600, 1.36907], [3.69136, -2.38193, 2.85692], [2.82135, -1.49456, 3.08095], [4.39867, -2.84662, 4.02035], [5.31376, -0.63577, 1.17674], [6.00870, 0.50202, -0.15768], [6.50463, -0.48888, 2.63221], [4.62994, -2.33557, -0.83415], [4.05074, -3.59457, -1.20186], [3.66762, -1.35553, -1.12046], [5.73905, -2.18893, -1.72697], [9.71594, -4.03074, 2.93808], [8.42023, -4.87527, 4.04050], [9.54423, -5.89052, 2.95001], [8.53882, -4.44336, 0.88795], [7.54347, -5.92662, 1.48207], [6.94757, -3.23775, 2.88969], [5.82161, -4.61951, 2.43280], [6.29288, -4.05799, -0.14657], [7.21488, -2.55100, 0.32981], [2.88483, -2.72924, 0.82842], [3.94905, -4.10116, 1.39597], [4.17570, -3.81722, 4.04502], [6.00897, 1.60752, 0.14977], [7.10227, 0.16953, -0.35820], [5.48219, 0.44329, -1.17225], [7.47874, -1.08311, 2.53354], [6.82246, 0.62098, 2.73365], [5.94079, -0.73582, 3.61212], [-3.45968, 3.11009, 2.59967], [-3.09595, 2.27374, 1.51137], [-1.82232, 2.59590, 0.94740], [-0.79804, 1.50341, 1.25986], [-0.43286, 1.50308, 2.67770], [0.33338, 0.32370, 3.09127], [-0.35298, -1.04715, 2.97585], [-1.44392, -1.23020, 3.87072], [-2.67973, -0.70567, 3.41177], [-4.50645, 2.91447, 2.84001], [-2.86015, 2.88216, 3.48504], [-3.35469, 4.16705, 2.33967], [-1.46955, 3.58394, 1.26413], [-1.96684, 2.63259, -0.13741], [0.10350, 1.67270, 0.65835], [-1.23340, 0.54515, 0.96089], [-1.27644, 1.54597, 3.23795], [0.59623, 0.47820, 4.14280], [1.27487, 0.30232, 2.53293], [0.38857, -1.80050, 3.26051], [-0.64494, -1.28985, 1.94789], [-2.77675, -0.75661, 2.32474], [-2.80323, 0.32171, 3.75991], [-3.48501, -1.29502, 3.85630], [-8.29126, -3.49477, -1.36747], [-8.63851, -2.50974, -0.40657], [-7.98002, -2.68445, 0.84987], [-6.94554, -1.58261, 1.07864], [-5.79522, -1.73591, 0.18722], [-4.90194, -0.57382, 0.16907], [-5.47675, 0.75790, -0.33718], [-5.79550, 0.76428, -1.72567], [-7.07125, 0.22891, -2.04366], [-8.96970, -3.39153, -2.21630], [-7.27020, -3.34532, -1.72905], [-8.39840, -4.50318, -0.95792], [-7.53663, -3.68199, 0.94672], [-8.75421, -2.59454, 1.61865], [-6.60027, -1.62417, 2.11905], [-7.44455, -0.62190, 0.92217], [-6.12620, -1.89624, -0.75724], [-4.05932, -0.84153, -0.47750], [-4.49243, -0.42834, 1.17386], [-4.69338, 1.51166, -0.21242], [-6.32490, 1.10835, 0.26096], [-7.80808, 0.40782, -1.25637], [-6.98753, -0.83907, -2.25432], [-7.42317, 0.71054, -2.95880], [-2.03764, 6.06375, -3.98118], [-1.67806, 5.22639, -5.06956], [-0.40332, 5.54262, -5.63311], [0.61444, 4.44558, -5.32201], [0.97831, 4.44084, -3.90433], [1.73674, 3.25761, -3.49232], [1.04245, 1.89087, -3.61139], [-0.05150, 1.71375, -2.71835], [-1.28417, 2.24838, -3.17957], [-3.08502, 5.87262, -3.74059], [-1.43853, 5.83311, -3.09587], [-1.92824, 7.12034, -4.24095], [-0.04573, 6.52832, -5.31471], [-0.54673, 5.58136, -6.71764], [1.51697, 4.61157, -5.92277], [0.17439, 3.49039, -5.62288], [0.13438, 4.48708, -3.34489], [1.99886, 3.40895, -2.43975], [2.67986, 3.23141, -4.04982], [1.77945, 1.13184, -3.32667], [0.75088, 1.65162, -4.63951], [-1.38063, 2.20068, -4.26710], [-1.39840, 3.27584, -2.82875], [-2.09539, 1.66532, -2.73731]]
}

---

# 6
{
  "formula": "C22H64N4O10",
  "method": "the ωB97M-V functional and the def2-TZVPD basis",
  "smiles": "NC(N)=O.NC(N)=O.CC(C)O.CC(C)O.CC(C)O.CC(C)O.CCO.CCO.CCO.CCO",
  "charge": 0,
  "e_homo_ev": -9.5,
  "species": ["N", "C", "N", "O", "H", "H", "H", "H", "N", "C", "N", "O", "H", "H", "H", "H", "C", "C", "C", "O", "H", "H", "H", "H", "H", "H", "H", "H", "C", "C", "C", "O", "H", "H", "H", "H", "H", "H", "H", "H", "C", "C", "C", "O", "H", "H", "H", "H", "H", "H", "H", "H", "C", "C", "C", "O", "H", "H", "H", "H", "H", "H", "H", "H", "C", "C", "O", "H", "H", "H", "H", "H", "H", "C", "C", "O", "H", "H", "H", "H", "H", "H", "C", "C", "O", "H", "H", "H", "H", "H", "H", "C", "C", "O", "H", "H", "H", "H", "H", "H"],
  "coordinates": [[-4.01719, -0.51240, 4.87330], [-3.53080, 0.23273, 3.79991], [-2.19961, 0.44385, 3.50510], [-4.35138, 0.82388, 3.14077], [-3.41784, -1.23074, 5.26386], [-5.01917, -0.55406, 4.83795], [-2.02932, 1.39684, 3.09723], [-1.57809, 0.09593, 4.21605], [0.56836, -4.94070, 2.93929], [1.48051, -4.55735, 1.96801], [2.43595, -5.46458, 1.56993], [1.40480, -3.47782, 1.44841], [-0.01549, -4.23159, 3.31124], [0.75439, -5.73839, 3.52825], [3.17233, -5.15867, 0.97463], [2.59163, -6.27947, 2.14250], [2.02251, -5.40679, -2.14898], [3.16093, -4.42728, -2.35812], [2.66053, -2.98874, -2.40689], [4.07287, -4.56384, -1.24185], [1.26688, -5.37637, -2.95932], [1.53446, -5.27624, -1.18337], [2.46451, -6.41620, -2.20356], [3.69259, -4.65708, -3.28342], [2.16443, -2.77138, -3.36102], [3.46823, -2.26679, -2.27368], [1.92785, -2.96541, -1.58903], [4.45926, -3.73375, -0.93994], [4.36357, 3.72790, -1.78744], [3.69511, 2.99513, -0.59629], [4.16640, 3.47914, 0.75206], [2.30484, 3.27172, -0.71264], [3.84432, 3.33841, -2.66699], [5.36587, 3.40943, -1.70351], [4.20845, 4.79759, -1.70811], [3.82087, 1.91301, -0.61286], [4.04921, 4.57287, 0.78221], [5.22439, 3.25054, 0.96118], [3.62251, 3.02104, 1.57979], [1.77326, 2.87401, 0.00809], [-1.22499, 0.41240, -5.02901], [-1.78834, 1.35541, -6.05994], [-3.31205, 1.62029, -5.79423], [-1.14272, 2.61845, -6.17390], [-0.15003, 0.25248, -5.19321], [-1.82630, -0.49546, -5.05138], [-1.44230, 0.86153, -4.04505], [-1.67664, 0.92402, -7.03714], [-3.92539, 0.70537, -5.95675], [-3.51643, 2.43641, -6.45395], [-3.35395, 1.95475, -4.75236], [-1.07775, 3.06402, -5.32667], [-0.59703, 0.63168, -0.67426], [0.41022, 0.44446, 0.47310], [1.70101, -0.07656, -0.05443], [0.55907, 1.75581, 1.09258], [-0.86391, -0.27312, -1.25476], [-0.16921, 1.36268, -1.34348], [-1.53288, 1.07104, -0.27630], [0.08421, -0.29319, 1.20778], [1.51246, -1.09725, -0.24036], [2.42973, 0.09616, 0.73438], [2.11530, 0.30782, -0.99011], [-0.32776, 2.10674, 1.24918], [-4.06348, 0.64340, -1.67802], [-4.30181, 0.33388, -0.17404], [-3.87075, 1.41462, 0.60407], [-4.25884, 1.68561, -1.87901], [-4.61386, -0.07690, -2.28949], [-3.01766, 0.40075, -1.84315], [-3.64672, -0.53329, 0.11719], [-5.34238, 0.09927, 0.06003], [-4.04504, 1.20259, 1.56699], [-0.81065, 4.73878, 1.95580], [-2.10742, 4.12093, 1.64151], [-1.87392, 2.71639, 1.71447], [-0.50127, 4.45746, 2.94533], [-0.83850, 5.81706, 2.10034], [-0.12687, 4.33806, 1.18150], [-2.57250, 4.30794, 0.64209], [-2.86140, 4.40955, 2.41793], [-2.54060, 2.26980, 1.12946], [1.65363, 2.10936, 4.28807], [3.10572, 2.08765, 4.75958], [3.20505, 1.57511, 6.12222], [0.98817, 2.68471, 4.91682], [1.33188, 1.05014, 4.17524], [1.76982, 2.47926, 3.25618], [3.52900, 3.08008, 4.80566], [3.77831, 1.55891, 4.07444], [4.10012, 1.33585, 6.42361], [-1.15326, -3.52089, -0.46423], [-2.58389, -3.35424, -0.81884], [-3.49658, -4.16877, -0.01852], [-0.80897, -4.54724, -0.52747], [-1.06013, -3.11184, 0.55020], [-0.53863, -3.00349, -1.20173], [-2.73328, -3.52386, -1.88771], [-2.90558, -2.35518, -0.54593], [-3.25494, -5.11575, -0.13306]]
}